Record 1
{
  "formula": "C40H63N8O4PRe",
  "method": "wB97M-V/def2-TZVPD",
  "spin_multiplicity": 2,
  "homo_ev": [-12.61, -12.70],
  "max_force_ev_per_a": 1.94,
  "e_above_lowest_kj_mol": 0.0,
  "e_lumo_ev": [-5.63, -5.86],
  "charge": 2,
  "orbital_gap_ev": [6.986, 6.846],
  "symbols": ["Re", "O", "C", "C", "C", "C", "C", "C", "C", "O", "N", "N", "C", "C", "C", "C", "C", "C", "N", "H", "H", "H", "H", "H", "H", "H", "H", "H", "H", "C", "N", "C", "C", "O", "N", "C", "C", "H", "H", "H", "H", "H", "H", "H", "H", "H", "H", "H", "H", "C", "C", "C", "C", "P", "N", "C", "C", "C", "C", "C", "C", "C", "C", "H", "H", "H", "H", "H", "H", "H", "H", "H", "H", "H", "H", "H", "H", "H", "H", "H", "H", "H", "H", "H", "H", "H", "H", "H", "H", "H", "C", "C", "N", "C", "C", "C", "O", "C", "C", "C", "C", "N", "C", "H", "H", "H", "H", "H", "H", "H", "H", "H", "H", "H", "H", "H", "H"],
  "positions_angstrom": [[0.504, -0.504, 0.253], [-1.449, -2.259, 4.040], [-1.454, -3.550, 3.614], [-2.246, -4.501, 4.248], [-2.233, -5.819, 3.833], [-1.402, -6.221, 2.792], [-0.612, -5.282, 2.162], [-0.640, -3.932, 2.536], [0.101, -2.957, 1.716], [-0.178, -1.695, 1.792], [1.016, -3.421, 0.899], [1.637, -2.401, 0.239], [2.622, -2.705, -0.518], [3.571, -1.709, -1.039], [4.582, -2.101, -1.907], [5.516, -1.162, -2.314], [5.427, 0.130, -1.824], [4.380, 0.431, -0.965], [3.466, -0.457, -0.588], [-2.023, -2.179, 4.809], [-2.872, -4.198, 5.082], [-2.872, -6.538, 4.330], [-1.378, -7.256, 2.481], [0.041, -5.567, 1.349], [2.835, -3.760, -0.675], [4.634, -3.127, -2.252], [6.305, -1.436, -3.003], [6.149, 0.886, -2.104], [4.264, 1.436, -0.561], [2.432, 1.595, 5.022], [1.896, 1.429, 3.667], [0.745, 2.268, 3.342], [2.336, 0.502, 2.818], [1.688, 0.252, 1.753], [3.474, -0.171, 3.140], [3.587, -1.561, 2.704], [4.736, 0.571, 3.183], [1.597, 1.710, 5.710], [3.064, 2.482, 5.091], [3.009, 0.722, 5.303], [1.043, 3.317, 3.298], [-0.015, 2.155, 4.114], [0.321, 1.972, 2.391], [2.598, -1.994, 2.585], [4.115, -2.121, 3.475], [4.138, -1.653, 1.765], [4.553, 1.631, 3.354], [5.271, 0.460, 2.235], [5.373, 0.191, 3.983], [-3.561, 1.368, -0.776], [-3.202, 0.483, -1.983], [-2.134, 1.237, -2.801], [-4.444, 0.250, -2.856], [-2.480, -1.113, -1.295], [-1.005, -0.707, -0.671], [-2.135, -2.386, -2.640], [-1.507, -1.656, -3.837], [-1.118, -3.426, -2.136], [-3.426, -3.080, -3.107], [-3.524, -1.832, 0.086], [-3.276, -1.043, 1.384], [-5.017, -1.839, -0.262], [-3.049, -3.274, 0.334], [-3.809, 2.363, -1.152], [-2.721, 1.472, -0.085], [-4.429, 1.001, -0.233], [-2.416, 2.291, -2.862], [-2.043, 0.871, -3.818], [-1.158, 1.190, -2.322], [-4.839, 1.229, -3.140], [-5.238, -0.287, -2.343], [-4.203, -0.278, -3.778], [-0.667, -1.026, -3.541], [-2.234, -1.052, -4.373], [-1.136, -2.410, -4.535], [-0.297, -2.966, -1.587], [-0.692, -3.930, -3.007], [-1.569, -4.189, -1.509], [-4.175, -2.373, -3.461], [-3.876, -3.700, -2.335], [-3.174, -3.736, -3.945], [-3.694, -0.041, 1.360], [-2.218, -0.982, 1.632], [-3.770, -1.586, 2.194], [-5.453, -0.841, -0.259], [-5.534, -2.421, 0.507], [-5.226, -2.311, -1.222], [-1.968, -3.333, 0.450], [-3.359, -3.958, -0.452], [-3.497, -3.627, 1.267], [2.259, 5.390, 0.841], [2.357, 5.371, -0.679], [1.062, 5.546, -1.339], [0.454, 6.888, -1.350], [-0.715, 7.042, -0.385], [0.374, 4.543, -1.910], [-0.744, 4.649, -2.394], [1.012, 3.177, -2.040], [1.495, 2.769, -3.277], [1.779, 1.427, -3.481], [1.541, 0.531, -2.460], [1.095, 0.922, -1.260], [0.856, 2.223, -1.060], [3.246, 5.232, 1.282], [1.582, 4.606, 1.197], [1.884, 6.351, 1.200], [2.787, 4.428, -1.011], [3.021, 6.168, -1.015], [0.114, 7.086, -2.364], [1.245, 7.595, -1.109], [-1.516, 6.353, -0.646], [-1.105, 8.059, -0.449], [-0.409, 6.860, 0.647], [1.620, 3.491, -4.076], [2.155, 1.069, -4.430], [1.679, -0.531, -2.606], [0.489, 2.499, -0.077]]
}



Record 2
{
  "formula": "C40H64ClF3N10O7P3SW",
  "method": "wB97M-V/def2-TZVPD",
  "spin_multiplicity": 3,
  "homo_ev": [-8.83, -10.19],
  "max_force_ev_per_a": 0.62,
  "e_above_lowest_kj_mol": 0.0,
  "e_lumo_ev": [-3.12, -2.99],
  "charge": 1,
  "orbital_gap_ev": [5.715, 7.204],
  "symbols": ["W", "Cl", "C", "C", "C", "C", "O", "C", "C", "N", "C", "C", "C", "C", "C", "C", "C", "C", "N", "C", "C", "H", "H", "H", "H", "H", "H", "H", "H", "H", "H", "C", "N", "C", "P", "O", "O", "P", "O", "N", "C", "C", "N", "C", "C", "N", "C", "C", "H", "H", "H", "H", "H", "H", "H", "H", "H", "H", "H", "H", "H", "H", "H", "H", "H", "H", "H", "H", "H", "H", "H", "H", "F", "C", "F", "F", "S", "O", "O", "O", "N", "P", "N", "C", "C", "C", "C", "C", "N", "C", "C", "C", "C", "C", "N", "C", "C", "C", "C", "C", "H", "H", "H", "H", "H", "H", "H", "H", "H", "H", "H", "H", "H", "H", "H", "H", "H", "H", "H", "H", "H", "H", "H", "H", "H", "H", "H", "H", "H", "H"],
  "positions_angstrom": [[-0.328, 1.040, -0.235], [-3.367, 1.599, -6.881], [-2.387, 1.372, -5.468], [-0.997, 1.232, -5.607], [-0.206, 1.050, -4.503], [-0.757, 1.008, -3.205], [0.050, 0.796, -2.195], [-2.162, 1.135, -3.072], [-2.865, 1.051, -1.838], [-2.367, 0.918, -0.637], [-3.241, 0.774, 0.479], [-4.570, 0.452, 0.421], [-5.340, 0.360, 1.600], [-4.777, 0.569, 2.824], [-3.394, 0.856, 2.921], [-2.725, 1.039, 4.153], [-1.379, 1.266, 4.163], [-0.687, 1.306, 2.940], [-1.281, 1.149, 1.777], [-2.631, 0.946, 1.746], [-2.956, 1.323, -4.230], [-0.559, 1.273, -6.595], [0.866, 0.941, -4.598], [-3.945, 1.108, -1.927], [-5.057, 0.250, -0.522], [-6.390, 0.116, 1.519], [-5.367, 0.502, 3.728], [-3.290, 0.989, 5.075], [-0.834, 1.401, 5.085], [0.382, 1.473, 2.915], [-4.027, 1.430, -4.125], [4.932, 0.450, -1.558], [4.589, 1.411, -0.514], [5.588, 2.438, -0.261], [3.313, 1.061, 0.433], [2.078, 0.732, -0.317], [3.108, 2.418, 1.290], [1.899, 3.468, 1.018], [0.664, 2.646, 0.810], [2.364, 4.386, -0.238], [2.487, 5.840, -0.172], [2.264, 3.866, -1.606], [1.835, 4.296, 2.410], [3.021, 4.726, 3.133], [0.579, 4.917, 2.839], [3.708, -0.121, 1.496], [2.632, -0.708, 2.293], [5.003, -0.104, 2.165], [5.776, -0.179, -1.261], [5.200, 0.988, -2.468], [4.074, -0.183, -1.777], [6.538, 1.999, 0.058], [5.242, 3.126, 0.505], [5.764, 3.003, -1.178], [2.710, 6.167, 0.840], [1.570, 6.319, -0.514], [3.317, 6.142, -0.813], [2.129, 2.786, -1.606], [3.181, 4.107, -2.148], [1.409, 4.314, -2.114], [3.913, 4.255, 2.724], [2.932, 4.442, 4.183], [3.142, 5.811, 3.081], [-0.267, 4.454, 2.340], [0.571, 5.985, 2.611], [0.478, 4.782, 3.918], [1.718, -0.769, 1.700], [2.451, -0.127, 3.205], [2.918, -1.720, 2.586], [5.778, 0.237, 1.483], [5.249, -1.118, 2.480], [4.999, 0.541, 3.050], [-3.624, 3.892, -1.972], [-2.713, 4.835, -1.687], [-2.108, 5.186, -2.821], [-3.348, 5.890, -1.185], [-1.494, 4.194, -0.472], [-2.287, 3.746, 0.646], [-0.600, 5.298, -0.248], [-0.878, 3.088, -1.240], [-0.199, -0.824, 0.123], [-0.563, -2.328, -0.083], [0.695, -3.188, -0.705], [2.015, -2.619, -0.966], [2.588, -3.253, -2.226], [2.818, -4.759, -2.024], [1.858, -5.328, -0.971], [0.513, -4.616, -1.006], [-1.836, -2.668, -1.082], [-1.696, -2.257, -2.490], [-3.063, -2.147, -3.144], [-3.777, -3.499, -3.144], [-3.561, -4.241, -1.812], [-3.097, -3.302, -0.705], [-0.962, -3.091, 1.366], [-1.899, -2.345, 2.214], [-2.524, -3.260, 3.256], [-1.437, -3.901, 4.111], [-0.399, -4.583, 3.225], [0.140, -3.620, 2.176], [2.697, -2.798, -0.122], [1.898, -1.542, -1.072], [3.521, -2.758, -2.503], [1.881, -3.079, -3.041], [3.846, -4.942, -1.707], [2.688, -5.283, -2.972], [2.288, -5.216, 0.028], [1.705, -6.397, -1.124], [-0.173, -5.053, -0.278], [0.056, -4.750, -1.993], [-1.091, -2.987, -3.041], [-1.167, -1.304, -2.534], [-2.946, -1.772, -4.163], [-3.655, -1.404, -2.608], [-3.398, -4.110, -3.966], [-4.841, -3.351, -3.335], [-2.801, -5.017, -1.928], [-4.475, -4.743, -1.493], [-2.934, -3.874, 0.206], [-3.872, -2.552, -0.495], [-2.668, -1.884, 1.592], [-1.363, -1.527, 2.718], [-3.108, -4.034, 2.750], [-3.214, -2.682, 3.874], [-1.867, -4.612, 4.817], [-0.944, -3.123, 4.704], [-0.851, -5.438, 2.715], [0.430, -4.963, 3.826], [0.854, -4.123, 1.527], [0.674, -2.794, 2.675]]
}